No. 1
Below is 3 unconnected molecules or ions with the total composition C27H32B2Cl3O3 in a non-equilibrium geometry, with properties calculated with the ωB97M-V functional and the def2-TZVPD basis.

- Total charge: -1
- HOMO level: -1.68 eV
- Max |F|: 2.0 eV/Å
- Kohn-Sham gap: 2.3 eV
- E_tot: -2704.22479 hartree

Atoms and positions in Å:
1 Cl 1.13851 3.00739 0.86418
2 B 0.93637 1.32085 1.69090
3 Cl 1.78008 1.32871 3.34052
4 Cl -0.83137 0.88089 1.97710
5 O 1.57616 0.44269 0.72853
6 C 1.82471 -0.78820 0.44613
7 C 0.78637 -1.62895 -0.06773
8 C 0.91465 -3.04105 -0.05965
9 C -0.08656 -3.85615 -0.56426
10 C -1.26361 -3.30623 -1.08791
11 C -1.42227 -1.92108 -1.06842
12 C -0.41672 -1.09225 -0.58902
13 H 2.78089 -1.25201 0.70116
14 H 1.83940 -3.43031 0.35692
15 H 0.05143 -4.93584 -0.53172
16 H -2.04027 -3.96627 -1.47780
17 H -2.35070 -1.47880 -1.43359
18 H -0.55151 -0.01096 -0.60138
19 C 3.75202 2.11767 -4.08458
20 C 2.92745 1.68383 -2.88100
21 C 1.55990 2.39066 -2.90145
22 C 2.84738 0.09329 -2.66554
23 C 1.55247 -0.59312 -3.04066
24 C 3.95722 -0.71925 -3.32909
25 O 3.02403 -0.00956 -1.23779
26 B 3.52238 1.20920 -0.74973
27 C 4.30120 1.28797 0.61658
28 C 4.70029 2.55077 1.10500
29 C 5.36529 2.68296 2.33871
30 C 5.46772 1.57109 3.19537
31 C 5.00915 0.32609 2.74394
32 C 4.57220 0.16219 1.42254
33 C 6.82440 -1.36367 -0.83595
34 C 7.41865 -1.32104 0.51857
35 C 7.22835 -0.52747 -1.91633
36 C 7.59268 -0.98199 -3.23461
37 C 8.02201 -0.09461 -4.21547
38 C 8.06657 1.28233 -3.97541
39 C 7.59912 1.76373 -2.74379
40 C 7.21101 0.89168 -1.73601
41 O 3.60395 2.20601 -1.69808
42 H 3.22743 1.87238 -5.01753
43 H 3.92118 3.20555 -4.04665
44 H 4.72016 1.58803 -4.08517
45 H 1.06789 2.22772 -3.87546
46 H 0.89299 2.03220 -2.09334
47 H 1.71170 3.47606 -2.75736
48 H 1.38616 -0.50524 -4.12047
49 H 1.61636 -1.66866 -2.80857
50 H 0.69700 -0.21186 -2.48041
51 H 3.86666 -0.71214 -4.42753
52 H 4.96114 -0.36847 -3.03897
53 H 3.88628 -1.77374 -3.01268
54 H 4.43707 3.44163 0.53713
55 H 5.70388 3.67277 2.65916
56 H 5.82515 1.69072 4.23096
57 H 4.95365 -0.52964 3.42938
58 H 4.46931 -0.86200 1.05609
59 H 6.08566 -2.12441 -1.06496
60 H 6.77037 -1.90676 1.17867
61 H 8.43095 -1.77933 0.55530
62 H 7.47623 -0.31960 0.98766
63 H 7.55838 -2.05227 -3.46658
64 H 8.31516 -0.46441 -5.21203
65 H 8.43454 1.98494 -4.73476
66 H 7.51337 2.84141 -2.57718
67 H 6.83015 1.28801 -0.79373

Force components x, y, z for each atom (eV/Å):
Cl -0.3 -0.2 0.2
B 0.0 1.0 0.4
Cl 0.1 -0.1 -0.2
Cl -0.3 0.0 -0.1
O 0.5 -1.6 -0.1
C -1.1 0.4 0.6
C -1.1 -0.7 -0.5
C 0.3 0.8 0.0
C 0.1 -0.1 0.1
C 0.4 0.0 0.3
C -0.1 0.2 -0.1
C 0.1 0.0 0.3
H -0.4 0.4 0.1
H -0.2 -0.3 -0.1
H -0.1 0.2 -0.1
H 0.2 0.3 0.1
H 0.3 -0.1 0.0
H 0.0 -0.3 0.0
C 0.3 -0.4 -0.1
C -0.4 0.4 -0.2
C -0.2 -0.3 -0.1
C 0.3 0.2 -0.2
C -0.5 0.0 -0.1
C 0.7 0.1 0.0
O 0.2 0.7 -0.2
B 1.9 -0.3 -0.2
C 0.0 0.3 0.4
C 0.1 -0.4 0.5
C -0.4 -0.4 -0.1
C -0.4 0.2 -0.3
C 0.3 0.1 -0.2
C 0.2 0.5 0.5
C -0.5 -0.1 -0.9
C -0.3 0.1 0.5
C 0.0 0.3 -0.1
C -0.3 0.1 0.2
C -0.1 0.1 -0.2
C -0.1 0.3 -0.2
C 0.1 -0.1 0.2
C 0.5 0.1 -0.4
O -0.6 -1.4 0.2
H 0.1 0.0 0.1
H -0.1 -0.4 0.0
H -0.3 0.4 0.0
H 0.1 0.0 0.4
H 0.4 0.2 -0.3
H 0.0 -0.5 -0.1
H -0.1 0.1 0.2
H 0.1 0.4 -0.1
H 0.1 0.2 -0.4
H 0.0 0.1 0.3
H -0.4 -0.1 -0.2
H -0.1 0.4 0.0
H 0.2 -0.2 0.0
H -0.1 -0.4 0.0
H -0.1 -0.1 -0.7
H 0.4 0.3 -0.4
H -0.1 0.5 0.0
H 0.4 -0.6 -0.1
H 0.2 -0.1 0.2
H -0.2 0.2 0.1
H 0.1 -0.2 -0.2
H 0.0 0.3 0.2
H -0.1 0.1 0.6
H -0.2 -0.4 0.3
H 0.1 -0.3 0.0
H 0.1 -0.1 -0.2

***

No. 2
Below is C5H8O2 in the gas phase, with properties calculated with the ωB97M-V functional and the def2-TZVPD basis.

- HOMO level: -8.84 eV
- Max |F|: 0.4 eV/Å
- SMILES: C=C(O)[C@H]1C[C@@H]1O
- Kohn-Sham gap: 9.6 eV
- E_tot: -345.73377 hartree

Atoms and positions in Å:
1 C -1.77116 -0.88603 -1.01932
2 C -1.04093 -0.58302 0.05383
3 O -1.52558 -0.48766 1.32416
4 C 0.42420 -0.30804 -0.08495
5 C 0.78293 1.04311 -0.66395
6 C 1.19648 0.70265 0.72249
7 O 2.57086 0.49015 0.87062
8 H -2.83314 -1.12011 -0.98632
9 H -1.28196 -0.90800 -1.98632
10 H -2.47580 -0.66798 1.29789
11 H 1.02715 -1.15388 -0.41635
12 H -0.03382 1.74671 -0.80093
13 H 1.54990 1.10437 -1.42440
14 H 0.70352 1.20159 1.55611
15 H 2.70734 -0.17388 1.55745

Force components x, y, z for each atom (eV/Å):
C 0.0 -0.1 0.0
C 0.1 -0.1 -0.3
O -0.1 0.0 0.0
C 0.0 -0.1 -0.1
C 0.1 0.2 -0.2
C -0.4 0.2 0.0
O 0.0 -0.2 0.2
H 0.2 0.1 0.1
H -0.1 0.0 0.1
H 0.2 0.0 0.1
H -0.2 0.2 0.0
H 0.1 -0.2 0.1
H 0.1 -0.1 0.1
H 0.1 -0.1 -0.1
H 0.0 0.1 -0.1

***

No. 3
Below is 2 unconnected molecules or ions with the total composition C43H35F5N2O3 in a non-equilibrium geometry, with properties calculated with the ωB97M-V functional and the def2-TZVPD basis.

- HOMO level: -5.64 eV
- Max |F|: 2.1 eV/Å
- Kohn-Sham gap: 2.9 eV
- E_tot: -2494.02106 hartree

Atoms and positions in Å:
1 C 2.37327 -6.91423 1.94333
2 N 2.17894 -5.49947 1.71511
3 C 3.22780 -4.62913 1.78528
4 O 4.37750 -4.92560 2.10560
5 C 2.69006 -3.24822 1.41945
6 C 3.32137 -2.71474 0.14761
7 C 4.80027 -2.54559 0.28799
8 C 5.69034 -3.38338 -0.38287
9 F 5.20338 -4.33969 -1.21661
10 C 7.06490 -3.31269 -0.18325
11 F 7.89879 -4.14119 -0.84311
12 C 7.57798 -2.37011 0.71032
13 F 8.90342 -2.30119 0.93018
14 C 6.71367 -1.49964 1.37757
15 F 7.20732 -0.57608 2.22739
16 C 5.34362 -1.59662 1.15493
17 F 4.50959 -0.76011 1.83424
18 N 1.24803 -3.47311 1.31804
19 C 0.43816 -2.42168 1.05553
20 C -0.92693 -2.48823 0.78669
21 C -1.76836 -1.39759 0.52675
22 C -3.20513 -1.49143 0.49670
23 C -4.09139 -0.38604 0.30861
24 C -5.47517 -0.56004 0.27039
25 C -6.04350 -1.83866 0.40461
26 C -5.20609 -2.93744 0.62315
27 C -3.82793 -2.76333 0.67949
28 C 0.89113 -4.91263 1.34014
29 C 0.46434 -5.41900 -0.04240
30 C -0.17118 -5.27790 2.38576
31 H 3.44428 -7.09334 2.06741
32 H 1.84179 -7.23635 2.84916
33 H 2.00667 -7.50420 1.09308
34 H 2.93176 -2.56107 2.24387
35 H 3.10993 -3.39998 -0.68281
36 H 2.85573 -1.75137 -0.08193
37 H 0.92782 -1.43690 1.06688
38 H -1.32018 -3.50639 0.75288
39 H -1.27885 -0.45006 0.34009
40 H -3.67200 0.61366 0.17986
41 H -6.14272 0.29213 0.11803
42 H -7.12290 -1.98405 0.33305
43 H -5.62111 -3.94076 0.74180
44 H -3.21159 -3.64214 0.86339
45 H 1.26476 -5.23649 -0.77119
46 H 0.28196 -6.49816 0.01689
47 H -0.45331 -4.93384 -0.38758
48 H 0.19587 -5.03755 3.39123
49 H -1.11796 -4.76064 2.21401
50 H -0.36681 -6.35614 2.33810
51 C -2.75758 2.89722 -4.97318
52 C -2.41831 1.81634 -4.15478
53 C -2.08122 2.00112 -2.81742
54 C -1.95890 3.31432 -2.30031
55 C -1.43876 3.60889 -0.98532
56 C -1.66238 2.75872 0.17275
57 C -2.07796 3.35982 1.48181
58 C -2.74480 4.59290 1.55908
59 C -2.95480 5.20272 2.79394
60 C -2.56641 4.54661 3.96972
61 C -2.04458 3.24635 3.90146
62 C -1.83289 2.64099 2.65750
63 O -1.50763 1.53477 0.08065
64 C -0.69246 4.85055 -0.74310
65 C 0.02153 5.57126 -1.87495
66 C 0.64219 4.90118 -2.93562
67 C 1.36301 5.62360 -3.89120
68 C 1.50582 7.00618 -3.77266
69 C 0.91739 7.66888 -2.69276
70 C 0.18545 6.96157 -1.74474
71 O -0.58752 5.40438 0.36250
72 C -2.38764 4.39497 -3.11996
73 C -2.76850 4.18738 -4.43691
74 H -3.02546 2.74729 -6.01830
75 H -2.41746 0.81408 -4.57117
76 H -1.85609 1.16163 -2.15910
77 H -3.08144 5.07605 0.64591
78 H -3.39256 6.20031 2.83228
79 H -2.70003 5.03217 4.94089
80 H -1.81193 2.69478 4.81446
81 H -1.51064 1.60070 2.57853
82 H 0.53391 3.81401 -3.00999
83 H 1.80728 5.08706 -4.72665
84 H 2.07598 7.55753 -4.51528
85 H 1.01542 8.74335 -2.57770
86 H -0.26160 7.47823 -0.89062
87 H -2.42039 5.40490 -2.69574
88 H -3.06938 5.04555 -5.03684

Force components x, y, z for each atom (eV/Å):
C -0.3 -0.3 0.1
N 0.4 0.4 -0.1
C 0.7 -0.7 0.5
O -1.5 0.7 -0.6
C 0.6 -0.2 1.0
C -0.3 0.1 -0.7
C 0.6 0.1 0.1
C -0.1 -0.3 0.0
F 0.3 0.6 0.5
C 0.2 -0.1 -0.1
F -0.5 0.5 0.5
C 0.2 0.0 0.0
F -0.9 0.0 -0.2
C 0.1 0.3 0.2
F -0.3 -0.6 -0.6
C -0.1 0.1 0.1
F 0.5 -0.6 -0.5
N -0.9 1.6 -0.5
C 0.6 -0.5 0.0
C -0.7 -0.5 -0.3
C 0.9 -0.8 0.4
C -1.3 -0.6 -0.1
C 0.5 0.0 -0.1
C -0.2 -0.5 0.0
C 0.5 0.3 0.0
C 0.3 0.0 0.0
C 0.0 0.2 -0.1
C -0.1 -0.6 -0.1
C 0.2 0.1 -0.2
C 0.2 0.2 0.3
H -0.2 0.1 0.0
H 0.2 0.0 -0.2
H 0.1 0.1 0.2
H -0.2 -0.2 -0.1
H 0.0 0.2 0.1
H 0.1 -0.1 -0.1
H -0.1 -0.4 0.1
H -0.1 0.6 0.2
H -0.3 0.6 0.2
H 0.0 -0.3 0.0
H 0.4 -0.2 0.0
H 0.3 0.1 0.1
H 0.1 0.4 0.0
H -0.2 0.2 -0.1
H -0.2 0.0 0.1
H 0.0 0.2 -0.1
H 0.2 -0.1 0.0
H -0.1 0.0 -0.2
H 0.2 -0.1 0.1
H 0.1 0.3 0.0
C 0.1 0.1 0.0
C -0.3 0.2 0.0
C 0.2 0.5 -0.1
C -0.1 -0.4 -0.6
C 0.5 1.5 1.4
C 0.3 1.0 -1.2
C -0.3 -0.2 0.5
C 0.2 -0.1 0.3
C 0.1 -0.4 0.0
C 0.1 -0.3 -0.2
C -0.2 0.1 -0.1
C -0.2 0.5 0.1
O -0.5 -1.3 0.4
C -1.2 0.0 0.2
C 0.5 0.0 0.0
C -0.1 0.3 0.0
C -0.1 -0.2 0.2
C -0.2 -0.2 0.1
C -0.1 -0.2 0.0
C 0.0 -0.3 -0.2
O 0.5 -0.2 -0.2
C 0.0 -0.3 0.2
C 0.1 -0.1 0.2
H 0.1 -0.1 0.2
H -0.1 0.0 0.0
H 0.1 0.3 -0.3
H 0.3 0.0 0.1
H 0.0 -0.3 0.0
H 0.0 -0.2 -0.3
H -0.1 0.2 -0.2
H 0.2 0.4 0.0
H 0.1 0.4 0.0
H 0.0 0.2 0.1
H -0.1 0.0 0.1
H 0.1 -0.1 -0.1
H 0.2 -0.3 -0.3
H 0.1 -0.5 -0.2
H 0.0 -0.2 0.0

***

No. 4
Below is 4 unconnected molecules or ions with the total composition C2H12N2O3 in a non-equilibrium geometry, with properties calculated with the ωB97M-V functional and the def2-TZVPD basis.

- HOMO level: -9.31 eV
- Max |F|: 1.9 eV/Å
- SMILES: [H]/N=C/NC.O.O.O
- Kohn-Sham gap: 10.0 eV
- E_tot: -418.60694 hartree

Atoms and positions in Å:
1 H 3.11599 -1.23963 0.24436
2 N 2.14801 -0.99724 0.00607
3 C 1.64908 -0.66163 1.15139
4 N 0.36614 -0.18392 1.27443
5 C -0.51827 -0.82546 2.24627
6 H 2.08812 -0.90398 2.12148
7 H -0.05073 -0.01146 0.37381
8 H -1.07736 -1.65506 1.79860
9 H -1.21381 -0.06541 2.59614
10 H 0.07392 -1.28242 3.03563
11 O 0.27921 1.60196 -2.98715
12 H 0.64027 0.70610 -2.79173
13 H -0.35005 1.72234 -2.23870
14 O -2.60246 3.14740 -0.24042
15 H -3.42148 3.47738 -0.67442
16 H -2.40321 3.80072 0.43858
17 O -0.33900 -2.54445 -0.85691
18 H -0.27813 -3.32846 -1.43603
19 H 0.56854 -2.39031 -0.56702

Force components x, y, z for each atom (eV/Å):
H -0.1 -0.2 -0.7
N 0.7 0.7 1.5
C -1.3 -1.1 -0.8
N 0.7 -0.2 0.0
C -0.1 0.1 -0.5
H 0.4 0.3 -0.1
H -0.2 -0.1 -0.2
H 0.0 0.2 -0.1
H 0.0 -0.3 0.4
H 0.0 0.4 0.3
O -0.4 -1.0 1.2
H -0.2 0.9 -0.3
H 0.6 0.1 -0.8
O -0.8 0.3 -0.4
H 0.9 -0.3 0.5
H 0.0 0.0 -0.1
O -0.1 -0.7 -0.4
H -0.1 0.6 0.4
H 0.2 0.3 -0.1

***

The records above yield energy above the lowest of the compared OMol25 structures with the same formula, charge and spin values of 1.344, 1.937, 0.000, 0.874 eV, respectively.